# 1
57
Properties=species:S:1:pos:R:3 method="wB97M-V/def2-TZVPD" multiplicity=7 orbital_gap_ev="8.20 / 8.27"
O 2.9439 0.9697 -0.4587
C 3.5444 1.4155 -1.7117
C 4.7873 0.5657 -1.5699
H 3.6380 2.4935 -1.4923
H 2.8530 1.3728 -2.5931
C 4.1320 0.1351 -0.2613
H 5.8109 0.9463 -1.3619
H 4.9522 -0.1490 -2.3575
C 4.9666 0.6524 0.8824
H 5.0384 1.7354 0.7828
H 5.9686 0.2059 0.8133
H 4.6019 0.5054 1.8978
C 3.7783 -1.3186 -0.4002
H 3.3191 -1.4548 -1.3903
H 3.0966 -1.7333 0.3484
H 4.7065 -1.9106 -0.3776
Tb 0.2943 1.1549 -0.3092
C -0.8394 -0.9811 -1.2400
C -1.4191 0.0428 -2.0388
C -0.4182 0.5367 -2.9190
H -2.4852 0.2699 -2.1091
C 0.7839 -0.1791 -2.6645
C 0.5252 -1.1132 -1.6233
H 1.2170 -1.8932 -1.2895
H -1.3753 -1.6487 -0.5596
H -0.5744 1.2379 -3.7420
H 1.6964 -0.1210 -3.2624
C -0.6531 0.0525 1.7363
C 0.4695 -0.7912 1.4743
C 1.6446 -0.1041 1.8882
H 0.4368 -1.8046 1.0811
C 1.2623 1.1608 2.3969
C -0.1576 1.2642 2.3221
H -0.7642 2.0473 2.7848
H -1.6991 -0.2093 1.5814
H 2.6435 -0.5347 1.9540
H 1.9451 1.8649 2.8838
O 3.9515 3.8108 -0.7000
C 5.4132 3.4996 -1.1176
C 6.0772 4.7110 -1.7056
H 5.3481 2.8331 -2.0016
H 5.9563 3.0498 -0.2920
C 4.9079 5.5930 -2.0847
H 6.6379 4.4048 -2.5870
H 6.7500 5.0587 -0.9197
C 3.6285 4.9657 -1.5079
H 4.7921 5.6249 -3.1806
H 5.0789 6.5840 -1.6752
H 2.9895 4.6098 -2.3320
H 3.0572 5.6448 -0.9105
F -3.8281 3.6922 -0.1256
C -2.6050 4.1502 -0.4610
F -2.6433 4.7249 -1.6861
F -2.1799 5.0640 0.4521
C -1.5785 2.9874 -0.4566
O -1.9227 1.8401 -0.0519
O -0.3968 3.2838 -0.8259

=====

# 2
57
Properties=species:S:1:pos:R:3 method="wB97M-V/def2-TZVPD" multiplicity=1 total_charge=-1 orbital_gap_ev=4.62
O -0.1577 1.1129 -0.4783
C 0.8372 1.6371 -1.3878
C -0.1553 2.5815 -2.0761
H 1.2174 0.8102 -1.9849
H 1.6380 2.1525 -0.8490
C -1.1387 2.0411 -0.9790
H -0.4000 2.2529 -3.0710
H 0.0722 3.6301 -2.0316
C -2.2871 1.3275 -1.5890
H -1.9079 0.6308 -2.3497
H -2.9265 2.0540 -2.0906
H -2.8748 0.7896 -0.8365
C -1.4899 2.9497 0.1743
H -0.6863 3.6496 0.4120
H -1.6239 2.3147 1.0816
H -2.3971 3.5370 -0.0296
Hg 2.0282 -1.1830 1.2422
C 1.0241 1.6243 4.0614
C 1.8663 0.5335 3.9113
C 2.4623 0.5858 2.5597
H 2.0709 -0.2602 4.6357
C 1.9184 1.8067 1.9615
C 1.0448 2.4048 2.8645
H 0.4905 3.3163 2.7253
H 0.4189 1.8695 4.9320
H 3.4877 0.2571 2.3979
H 2.1877 2.1546 0.9717
C -1.7192 0.1657 4.3235
C -2.6469 1.1104 3.7883
C -3.0097 0.6512 2.4797
H -3.0525 1.9744 4.3040
C -2.4225 -0.6328 2.2683
C -1.5848 -0.9009 3.3850
H -0.9400 -1.7697 3.4991
H -1.1762 0.2718 5.2620
H -3.6886 1.1815 1.8042
H -2.5873 -1.3048 1.4210
O 0.9050 -1.0362 -2.6483
C 0.0818 -0.6044 -3.8041
C 0.5764 -1.3360 -5.0636
H 0.1333 0.4924 -3.9289
H -1.0020 -0.8325 -3.6566
C 1.4406 -2.4940 -4.5304
H 1.1363 -0.6551 -5.7117
H -0.2419 -1.7364 -5.6637
C 1.5185 -2.2808 -2.9892
H 2.4093 -2.4669 -5.0149
H 0.9532 -3.4598 -4.7341
H 2.5813 -2.3030 -2.6628
H 0.9208 -3.0833 -2.4958
F 2.3268 -3.9628 2.0587
C 1.8279 -3.2956 0.9721
F 2.5427 -3.7078 -0.1148
C 0.3538 -3.5907 0.8317
F 0.0985 -4.8166 0.4045
F -0.2167 -3.4408 2.0615
F -0.2374 -2.7166 -0.0227

=====

# 3
63
Properties=species:S:1:pos:R:3 method="wB97M-V/def2-TZVPD" multiplicity=1 total_charge=+2 orbital_gap_ev=8.30
La 2.0045 0.7964 -0.3282
C 1.8051 0.3948 4.8346
N 3.1238 0.6415 4.2800
C 4.0928 1.0593 5.2778
C 3.2990 0.6478 2.9459
N 2.3205 0.6457 2.0861
N 4.6181 0.5822 2.5122
C 5.1449 0.7695 1.2576
N 6.4838 0.6380 1.1913
N 4.4181 1.0691 0.2262
H 1.9308 0.0698 5.8653
H 1.3034 -0.4015 4.2850
H 1.1851 1.2947 4.8384
H 4.2592 0.2580 6.0009
H 3.6867 1.9188 5.8175
H 5.0466 1.3611 4.8531
H 1.4159 0.7999 2.5407
H 5.2944 0.3422 3.2253
H 7.0593 0.4055 1.9830
H 6.9534 0.7194 0.3042
H 5.0124 1.2037 -0.5956
C -5.6064 0.1838 -1.6528
C -5.1529 0.4254 -0.2118
C -5.9688 -0.3601 0.8112
C -5.7720 -1.8578 0.6111
C -4.3097 -2.1875 0.5887
C -3.8785 -3.4558 0.9176
C -2.5207 -3.7731 0.9229
F -2.1496 -5.0091 1.2548
C -1.5699 -2.8367 0.6120
C -1.9793 -1.5429 0.2636
C -0.9776 -0.5613 -0.0742
O 0.2695 -0.8234 -0.0626
C -1.4794 0.7331 -0.4113
C -2.8186 0.9999 -0.4035
N -3.7332 0.0757 -0.0933
C -3.3543 -1.2022 0.2461
C -0.3008 1.6399 -0.6298
O 0.3326 1.5416 -1.7233
O 0.2314 2.1693 0.3692
H -6.6739 0.3678 -1.7371
H -5.4028 -0.8378 -1.9640
H -5.0870 0.8579 -2.3306
H -5.2438 1.4940 0.0125
H -7.0185 -0.0900 0.6998
H -5.6551 -0.0838 1.8207
H -6.2414 -2.1779 -0.3233
H -6.2616 -2.4121 1.4121
H -4.5885 -4.2205 1.1884
H -0.5167 -3.0631 0.6188
H -3.1876 1.9818 -0.6606
S 3.3976 -0.0746 -2.6823
C 2.6945 0.4114 -4.1439
N 1.4739 0.9022 -4.3065
C 1.1701 1.1426 -5.7059
C 2.4912 0.7721 -6.4121
N 3.3182 0.3118 -5.3119
H 0.8188 1.0828 -3.5560
H 0.8893 2.1858 -5.8616
H 0.3403 0.5054 -6.0221
H 2.9529 1.6310 -6.9034
H 2.3586 -0.0221 -7.1480
H 4.2538 -0.0399 -5.4208

=====

# 4
51
Properties=species:S:1:pos:R:3 method="wB97M-V/def2-TZVPD" multiplicity=5 total_charge=-1 orbital_gap_ev="3.61 / 5.49"
C -2.6122 -2.8183 1.1105
C -2.4578 -1.2486 0.8340
C -1.0144 -0.8587 1.1831
C -0.3191 -2.1037 1.4849
N 1.0087 -2.1859 1.5786
C 1.7374 -3.4216 1.9219
C 3.2148 -3.0040 1.9839
C 3.2864 -1.5018 1.6841
C 1.8760 -1.0312 1.3251
C -1.1815 -3.3705 1.2850
H -3.1910 -3.0070 2.0444
H -3.1373 -3.3199 0.2752
H -2.4757 -1.0947 -0.2950
H -3.3223 -0.6872 1.2779
H -0.7658 0.0994 1.7438
H 1.3741 -3.8449 2.8838
H 1.5513 -4.1954 1.1506
H 3.5852 -3.2256 2.9880
H 3.7855 -3.5986 1.2612
H 3.6248 -0.9550 2.5666
H 3.9809 -1.3147 0.8587
H 1.8881 -0.7694 0.2464
H 1.5865 -0.1219 1.8882
H -1.1507 -4.0606 2.1573
H -0.8521 -4.0212 0.4358
C -0.1203 -0.9490 -1.3615
C -0.4089 0.1154 -0.3632
C -1.3460 1.1859 -0.8005
C -1.7168 2.3276 0.0273
C -2.2993 3.3725 -0.8024
C -2.3875 2.8631 -2.1474
C -1.8527 1.5215 -2.1607
Fe -0.5057 2.8292 -1.4997
C 1.2534 2.4378 -2.2819
C 1.3186 2.6588 -0.8312
C 0.7517 3.9915 -0.5544
C 0.3494 4.5737 -1.8481
C 0.6647 3.6120 -2.8949
H 0.2086 -1.9166 -0.9229
H -1.0913 -1.1243 -1.9103
H 0.6934 -0.6898 -2.1054
H 0.4528 0.5360 0.2873
H -1.5111 2.3109 1.0978
H -2.6584 4.3284 -0.4063
H -2.8327 3.4351 -2.9552
H -1.8046 0.8561 -3.0229
H 1.7043 1.5769 -2.7904
H 1.8134 1.9975 -0.1093
H 0.7164 4.4481 0.4464
H -0.0143 5.6004 -1.9878
H 0.6030 3.7624 -3.9765

=====

# 5
60
Properties=species:S:1:pos:R:3 method="wB97M-V/def2-TZVPD" multiplicity=1 total_charge=+1 orbital_gap_ev=7.11
Pt -0.1449 0.1888 -0.2975
I -1.9086 2.1038 -4.8155
C 0.0069 1.9875 -4.0325
C 1.1036 2.4601 -4.7751
C 2.3900 2.3617 -4.3122
I 3.9527 3.0420 -5.5106
C 2.6382 1.7749 -3.0462
C 3.9101 1.5317 -2.4849
C 4.0160 0.8948 -1.2798
C 2.8564 0.5331 -0.5807
N 1.6532 0.7857 -1.0531
C 1.5224 1.3566 -2.2931
C 0.1841 1.4275 -2.7844
O -0.7929 0.9546 -2.0514
H 0.9157 2.8950 -5.7455
H 4.7953 1.8263 -3.0319
H 4.9811 0.6647 -0.8532
H 2.9186 0.0351 0.3750
C -1.8453 -1.9985 -2.4841
N -2.9689 -1.5996 -1.6607
C -4.2430 -2.2581 -1.9302
C -5.1149 -1.7943 -0.7750
N -4.1266 -1.3946 0.2254
C -4.5777 -0.5226 1.2969
C -2.9065 -1.2375 -0.3610
N -1.8365 -0.8516 0.3022
C -1.7956 -1.1551 1.7261
C -0.3659 -1.4911 2.0674
N 0.4098 -0.3486 1.6033
C 1.4270 0.1341 2.2732
N 1.7651 1.4438 2.2946
C 1.1315 2.5409 1.6004
C 3.0534 1.6394 2.9407
C 3.1737 0.3714 3.7754
N 2.3125 -0.5558 3.0460
C 2.1817 -1.9061 3.5532
H -2.2378 -2.2527 -3.4676
H -1.3405 -2.8763 -2.0679
H -1.1460 -1.1819 -2.6012
H -4.1059 -3.3455 -1.9116
H -4.6290 -1.9728 -2.9085
H -5.7665 -2.5802 -0.3945
H -5.7292 -0.9318 -1.0532
H -5.6137 -0.2508 1.1018
H -3.9880 0.3941 1.3203
H -4.5315 -1.0082 2.2716
H -2.4392 -2.0077 1.9616
H -2.0987 -0.3004 2.3399
H -0.0617 -2.4214 1.5798
H -0.3069 -1.6097 3.1525
H 0.0508 2.3839 1.5557
H 1.5150 2.6758 0.5891
H 1.3323 3.4466 2.1730
H 3.0372 2.5432 3.5486
H 3.8562 1.7312 2.1994
H 2.8102 0.5169 4.7988
H 4.1915 -0.0141 3.8161
H 3.1282 -2.1659 4.0233
H 2.0052 -2.6135 2.7461
H 1.3961 -1.9986 4.3056

=====

# 6
57
Properties=species:S:1:pos:R:3 method="wB97M-V/def2-TZVPD" multiplicity=1 orbital_gap_ev=7.92
C -2.2587 -4.9161 0.3446
C -2.9028 -3.5646 0.6273
H -2.8105 -3.3252 1.6897
C -2.2958 -2.4228 -0.1987
N -3.1310 -1.2451 -0.0727
C -3.7863 -0.6928 -1.1140
O -3.6771 -1.1017 -2.2532
C -4.7097 0.4598 -0.7457
H -5.1855 0.7920 -1.6701
C -4.0041 1.6394 -0.0749
C -2.8508 2.1661 -0.9268
C -2.3174 3.5147 -0.4462
C -1.5696 3.4621 0.8884
N -0.3563 2.6592 0.8005
C -0.3025 1.4390 1.4184
S -1.5084 0.8208 2.3669
N 0.8219 0.6887 1.2702
C 1.8897 1.1327 0.5454
C 1.8435 2.3894 -0.0330
N 3.0210 2.6310 -0.6895
C 3.8281 1.5394 -0.5452
C 5.1093 1.2959 -1.0210
C 5.7042 0.0893 -0.7208
C 5.0446 -0.8862 0.0473
C 3.7649 -0.6540 0.5269
C 3.1518 0.5604 0.2335
H 3.2749 -1.4146 1.1124
O 5.5842 -2.0937 0.3737
C 6.8801 -2.4085 -0.0756
H 6.9365 -2.4219 -1.1687
H 7.6256 -1.7120 0.3214
H 7.0856 -3.4076 0.3054
H 6.6991 -0.0991 -1.0902
H 5.6308 2.0322 -1.6126
H 3.2252 3.4771 -1.1934
C 0.6969 3.2496 0.0845
O 0.6047 4.3731 -0.3677
H 0.8367 -0.2110 1.7302
H -1.2665 4.4764 1.1613
H -2.1968 3.0456 1.6756
H -3.1497 4.2108 -0.3272
H -1.6442 3.9286 -1.1982
H -2.0447 1.4284 -0.9453
H -3.2008 2.2836 -1.9545
H -3.6360 1.3430 0.9077
H -4.7352 2.4379 0.0742
H -5.4863 0.0728 -0.0811
H -3.2158 -0.8435 0.8485
C -0.8672 -2.0963 0.2278
H -0.4880 -1.2642 -0.3617
H -0.8570 -1.8240 1.2818
H -0.2155 -2.9512 0.0745
H -2.3161 -2.6876 -1.2614
H -3.9670 -3.6229 0.3882
H -2.3059 -5.1424 -0.7181
H -1.2173 -4.9300 0.6555
H -2.7829 -5.7002 0.8859

=====

# 7
58
Properties=species:S:1:pos:R:3 method="wB97M-V/def2-TZVPD" multiplicity=1 orbital_gap_ev=8.72
C 3.6799 1.8303 -3.6135
C 4.7472 1.5518 -2.7012
H 4.6426 2.0691 -1.6897
H 5.7687 1.7831 -3.2465
O 4.9011 0.0610 -2.6004
C 4.5946 -0.1902 -1.2924
O 4.2794 0.6570 -0.4292
C 4.5111 -1.9024 -1.1492
H 5.3876 -2.2774 -1.7252
C 4.4984 -2.2257 0.3050
C 3.5529 -3.3388 0.7914
H 3.5762 -3.7208 1.6965
C 1.9936 -2.7013 0.1323
N 2.1186 -1.8998 -0.8108
C 1.3189 -0.9368 -1.2245
O 1.5241 -0.0942 -2.2291
C 0.2936 -0.3195 -0.2692
C -0.9591 -0.4180 -0.3481
C -1.8053 -0.0009 0.8990
C -0.7604 0.5777 1.8804
N -1.1839 0.8234 2.9660
C -2.3265 0.9551 3.3492
N -3.3885 0.6157 2.4597
C -2.9571 0.4244 1.1776
N -4.1093 -0.1092 0.2485
C -5.5237 0.2000 0.6810
H -5.5290 -0.1967 1.4582
C -5.9911 1.5546 0.8611
H -6.9378 1.7430 0.9439
O -5.8805 2.3608 -0.5457
C -4.5268 2.2101 -0.8805
C -3.9560 0.7627 -1.1695
H -2.9148 0.9588 -1.3375
H -4.5114 0.3426 -1.9909
H -4.4959 2.8177 -2.0063
H -3.8981 2.8361 -0.0490
H -5.4839 2.0338 1.4373
H -5.9651 -0.1409 0.0261
C -2.9318 1.1861 4.6708
H -2.0019 1.6974 5.2903
H -3.8882 2.0131 4.5928
H -3.0152 0.4296 5.2424
S 0.9258 0.3625 1.2849
C -1.5959 -1.1835 -1.5905
H -2.5661 -1.6139 -1.2275
H -1.7470 -0.6161 -2.3929
H -1.1482 -2.0686 -1.7029
C 3.0645 -2.0989 -1.8845
H 3.1758 -3.4072 -1.9510
H 3.1987 -1.6727 -2.6896
H 1.2962 -3.5189 0.2852
H 1.7678 -2.0678 1.1804
H 3.4276 -4.2397 0.0939
H 5.4732 -2.5206 0.5624
H 4.2821 -1.2141 0.9774
H 3.8883 1.3835 -4.4318
H 2.7884 1.3190 -3.2661
H 3.6794 2.8345 -3.8507

=====

# 8
56
Properties=species:S:1:pos:R:3 method="wB97M-V/def2-TZVPD" multiplicity=1 total_charge=-1 orbital_gap_ev=7.08
Ag 1.7711 -0.1677 -0.5705
C 2.6688 2.5753 1.5745
C 1.2407 2.5820 1.0276
C 0.8837 3.9416 0.4234
C 0.2206 2.1810 2.0796
C 0.1768 2.9750 3.2184
C -0.7432 2.7503 4.2201
C -1.6529 1.7251 4.0516
C -1.6664 0.8930 2.9315
C -2.8001 -0.1314 2.9596
C -3.8536 0.0675 1.8559
C -2.3354 -1.5732 3.2330
C -0.6764 1.0905 1.9222
N -0.4567 0.3363 0.7474
C -1.1421 -0.6850 0.3613
C -0.9045 -1.4035 -0.8481
C -1.6761 -2.4661 -1.3319
C -1.0949 -2.8418 -2.5452
C 0.0059 -1.9858 -2.7347
N 0.1102 -1.1137 -1.7219
C 0.9952 -1.9647 -3.8806
C 1.0682 -0.5499 -4.4657
C 0.5596 -2.9386 -4.9747
C 2.3859 -2.3741 -3.3789
H 3.3822 2.7663 0.7715
H 2.9189 1.6025 2.0006
H 2.8064 3.3367 2.3474
H 1.2041 1.8635 0.2145
H 0.9173 4.7342 1.1763
H -0.1202 3.9272 -0.0055
H 1.5915 4.1996 -0.3679
H 0.8843 3.7905 3.3121
H -0.7664 3.3685 5.1091
H -2.4007 1.5546 4.8186
H -3.3533 0.1248 3.8660
H -3.4696 0.0786 0.8393
H -4.3523 1.0258 2.0159
H -4.6120 -0.7180 1.9176
H -1.5524 -1.9388 2.5731
H -3.1812 -2.2632 3.1680
H -1.9360 -1.6273 4.2478
H -1.9739 -1.0824 0.9226
H -2.5461 -2.8924 -0.8512
H -1.4231 -3.6267 -3.2092
H 0.0951 -0.2444 -4.8581
H 1.8002 -0.5093 -5.2783
H 1.3603 0.1661 -3.6973
H -0.4287 -2.6797 -5.3620
H 0.5201 -3.9628 -4.5973
H 1.2713 -2.9102 -5.8040
H 2.7537 -1.6879 -2.6152
H 3.1020 -2.3769 -4.2071
H 2.3603 -3.3744 -2.9406
O 3.5681 -1.3390 0.6317
N 4.4536 -0.5829 0.2154
O 4.0420 0.3549 -0.5076